(1)
Entry from the OMol25 dataset: a structure of composition C26H72F6N2O14S2 (ωB97M-V/def2-TZVPD).

```
122
Properties=species:S:1:pos:R:3:forces:R:3:lowdin_charge:R:1
N 1.9993 0.9023 -2.7060 -0.8 -6.5 -8.9 0.198
H 2.4426 1.8095 -2.7298 -2.8 -1.1 -1.2 -0.158
H 1.4367 0.8840 -1.8674 0.0 -1.5 -4.2 -0.293
H 2.7882 0.2956 -2.5333 -0.1 -0.6 -0.6 0.119
H 1.4561 0.6368 -3.5150 0.3 -0.1 -0.5 0.145
C 1.7759 3.7001 -0.7390 0.4 -0.6 0.3 -0.516
F 2.0534 3.4769 -2.0481 -3.5 2.9 1.9 0.097
F 2.6330 4.6132 -0.3088 -1.8 0.5 -1.1 0.134
F 0.5159 4.0896 -0.5180 1.4 -0.1 0.1 0.175
S 2.1670 1.9514 0.0690 -1.4 -1.2 -0.6 0.930
O 3.6083 1.7392 -0.1565 -9.5 2.4 -8.8 -0.207
O 1.7685 1.9059 1.4532 -3.5 -4.5 -4.4 -0.363
N 1.1357 1.0633 -0.9296 -3.8 4.9 13.8 -0.246
S 0.1606 0.1678 -0.0838 -0.8 -2.2 2.4 0.885
O 0.8689 -0.5341 0.9899 -2.4 3.5 -8.0 -0.404
O -1.0750 0.8256 0.3195 13.1 -0.9 -4.8 -0.527
C -0.3760 -1.2483 -1.3904 2.7 2.5 1.5 -0.518
F 0.6348 -2.1462 -1.5299 -2.8 10.3 -7.6 -0.149
F -1.5121 -1.7183 -1.0048 -0.2 0.3 0.8 0.154
F -0.5799 -0.6820 -2.5502 6.0 13.2 7.8 0.194
O 3.4438 2.2364 -2.8170 11.0 5.9 -1.3 0.070
H 4.3620 2.0360 -2.9983 0.5 -0.5 -0.4 0.152
H 3.4722 2.8460 -2.0796 1.5 0.1 -0.4 0.062
O -0.8196 2.9518 -2.4741 0.1 -0.1 -0.6 -0.020
H -0.5233 3.6184 -1.8544 -0.5 0.0 -0.2 0.005
H -1.0499 2.2009 -1.9269 -0.4 -0.1 0.2 0.004
C -4.4699 0.9142 1.8920 -0.8 1.6 -0.7 0.013
C -4.3193 1.1824 0.3516 3.0 0.7 4.9 -0.343
C -2.8565 1.1970 0.0457 -4.7 1.4 0.5 -0.112
O -4.7966 0.0324 -0.2845 -3.6 -6.9 10.1 -0.009
H -4.0149 1.7686 2.3931 0.1 -0.2 0.3 0.083
H -4.0589 -0.0194 2.2762 0.3 0.2 -0.6 0.069
H -5.5198 0.9020 2.1846 -0.3 0.2 0.0 0.079
H -4.7062 2.0899 -0.1121 -1.0 0.2 0.8 0.172
H -2.2741 0.3678 0.4472 -5.6 -1.1 -0.1 0.030
H -2.3536 2.0053 0.5766 -1.6 0.6 -0.8 0.089
H -2.7410 1.1819 -1.0381 0.4 1.0 0.9 0.092
H -5.5091 -0.1783 0.3234 -0.7 -1.0 -0.1 0.147
C -2.1562 -3.9168 -1.9907 0.9 0.3 -0.8 -0.054
C -2.0310 -3.1953 -3.3747 -0.9 -0.8 -0.9 -0.427
C -0.8594 -2.2816 -3.6249 -1.7 -4.7 -3.4 -0.052
O -2.0085 -4.1424 -4.4008 -0.1 -2.4 -0.7 -0.043
H -2.3697 -3.3242 -1.1011 -0.7 0.0 -1.2 0.054
H -1.1812 -4.3120 -1.7056 0.2 0.2 -1.0 0.056
H -2.7510 -4.8211 -1.8620 -0.7 0.2 -1.1 0.110
H -2.9700 -2.7242 -3.6654 0.4 0.5 0.7 0.094
H 0.0944 -2.6905 -3.2912 -0.4 -0.1 0.0 0.098
H -1.1160 -1.3309 -3.1574 -3.8 -6.3 -6.1 -0.127
H -0.6293 -2.0887 -4.6727 -0.8 -0.4 -0.4 0.110
H -1.2642 -4.7083 -4.1833 0.2 -0.4 -0.4 0.087
C -1.4802 -0.8413 2.2142 -1.0 -1.0 -0.2 -0.036
C -0.4875 -1.0375 3.3383 0.5 0.6 0.6 -0.353
C 0.9800 -1.0143 2.9002 0.5 -1.8 3.4 -0.076
O -0.6681 0.0088 4.2795 -3.1 -3.9 1.2 -0.093
H -1.4079 -1.5868 1.4223 0.5 -0.4 -0.1 0.080
H -1.4282 0.1073 1.6799 -0.2 -2.0 2.2 0.011
H -2.5142 -1.0260 2.5054 0.1 0.2 0.7 0.084
H -0.7508 -1.9661 3.8448 0.2 -0.2 0.1 0.136
H 1.0872 -1.5206 1.9409 0.8 -2.1 3.3 0.051
H 1.6544 -1.4033 3.6630 -0.3 -0.3 0.5 0.107
H 1.2294 0.0399 2.7800 0.3 -1.9 0.0 0.058
H -0.0872 0.7440 4.0704 0.2 -2.0 0.2 -0.122
C -4.4884 -1.5044 -2.1444 1.5 0.2 -1.3 -0.004
C -3.5864 -0.1877 -2.3702 -3.8 -0.2 0.1 -0.395
C -3.2357 0.0876 -3.8256 0.6 -0.2 0.2 -0.019
O -4.3753 0.9140 -1.8997 2.8 3.7 -10.4 -0.127
H -5.5481 -1.2654 -2.0548 0.3 0.1 0.4 0.090
H -4.0127 -2.0424 -1.3244 -0.9 -0.1 0.3 0.062
H -4.4153 -2.1814 -2.9956 -0.2 0.2 0.0 0.057
H -2.7445 -0.2487 -1.6806 0.0 -0.3 -0.9 0.077
H -2.7172 -0.7441 -4.3027 0.0 -0.1 0.1 0.059
H -2.5531 0.9374 -3.8328 -0.1 0.3 -0.3 0.077
H -4.0846 0.2896 -4.4787 -0.2 0.2 0.5 0.095
H -4.6987 0.7990 -1.0032 -1.2 1.4 -5.3 -0.225
C -1.2706 -4.8175 0.5143 -0.6 -0.4 0.5 -0.052
C 0.2513 -4.6317 0.4549 -1.3 -1.5 0.1 -0.414
C 0.5872 -3.4084 -0.3472 -1.0 -7.1 4.4 -0.114
O 0.6965 -4.7182 1.7919 1.0 0.5 0.6 -0.031
H -1.8864 -4.5003 -0.3273 0.9 -0.8 1.5 -0.002
H -1.6249 -4.1954 1.3362 -0.1 0.1 0.3 0.087
H -1.5667 -5.8435 0.7327 0.2 -0.1 0.2 0.095
H 0.7062 -5.5064 -0.0099 0.1 -0.1 -0.4 0.139
H -0.1979 -2.6627 -0.2223 0.7 -2.2 2.9 0.095
H 0.5578 -3.6696 -1.4050 -0.3 -2.9 1.1 0.129
H 1.6369 -3.1390 -0.2297 -1.2 -1.9 1.0 0.095
H -0.0481 -4.6662 2.3956 0.0 0.1 0.0 0.073
C 3.8041 -0.5248 1.0967 -0.4 0.7 2.0 -0.021
C 3.8080 -1.4875 -0.0078 -1.2 -0.8 0.1 -0.477
C 2.5595 -1.4789 -0.8341 1.1 0.6 0.9 -0.073
O 4.8362 -1.1295 -0.7987 3.1 0.7 -3.5 -0.006
H 4.6390 -0.6913 1.7774 -0.2 -0.3 0.4 0.122
H 2.8404 -0.4367 1.5981 0.6 -0.5 0.5 0.075
H 3.9868 0.4964 0.7623 -0.5 -4.4 0.8 0.017
H 3.9499 -2.5314 0.2718 0.0 -0.3 0.7 0.153
H 2.6318 -1.9632 -1.8079 0.8 0.1 0.0 0.135
H 2.1176 -0.4859 -0.9152 1.3 -1.3 -0.3 0.037
H 1.8275 -2.0695 -0.2832 2.2 2.6 0.1 0.028
H 5.5796 -0.7276 -0.3433 -0.1 -0.1 0.4 0.106
C -1.0246 2.4145 2.1125 0.6 0.4 2.4 -0.009
C -0.3080 2.4798 3.5106 1.0 2.1 -1.8 -0.334
C -1.1227 2.4366 4.7665 -0.7 -0.1 2.0 -0.037
O 0.7446 1.4958 3.5813 1.6 4.3 0.5 -0.071
H -1.4133 1.4042 1.9842 -0.5 1.8 1.3 0.051
H -0.3546 2.5234 1.2597 0.0 0.5 0.7 0.057
H -1.7452 3.2311 2.0682 -0.3 -0.2 0.1 0.107
H 0.1855 3.4498 3.5713 0.2 0.3 -0.3 0.134
H -1.1089 1.4857 5.2993 -0.5 0.0 -0.6 0.081
H -2.1659 2.7334 4.6582 0.1 0.0 -0.3 0.093
H -0.6927 3.0206 5.5802 0.2 0.9 -0.4 0.085
H 1.4491 1.6225 2.9417 -0.5 0.3 0.4 0.049
C 5.0241 4.2456 0.4254 0.9 0.7 -0.3 -0.041
C 4.6726 3.2959 1.5207 0.5 -2.3 0.1 -0.399
C 3.2124 3.3545 1.9008 2.2 3.5 2.3 -0.059
O 4.9643 1.9190 1.2729 5.3 1.2 4.0 -0.073
H 4.4816 4.0642 -0.5024 0.7 0.1 0.2 0.058
H 6.0949 4.2844 0.2253 0.0 -0.4 0.0 0.094
H 4.7848 5.2331 0.8198 -0.2 0.3 -0.4 0.094
H 5.3834 3.4633 2.3299 -0.6 0.6 0.5 0.152
H 3.0936 4.3152 2.4019 -0.4 0.3 0.1 0.123
H 2.9249 2.5546 2.5831 1.3 1.1 0.3 0.112
H 2.5079 3.3351 1.0693 2.1 2.6 2.2 0.006
H 4.3989 1.5392 0.5964 3.3 1.1 2.3 -0.203
```
Forces are in eV/Å.

The calculation puts the relative energy (zero: lowest compared OMol25 entry of this formula, charge and spin) at 48.726 eV. For the molar mass, the calculation gives 815.0 g/mol. The gap between HOMO and LUMO comes out at 7.871 eV. The total energy is -3590.35989 hartree.



(2)
Entry from the OMol25 dataset: a cluster of 12 separate species, C26H72N3O12 in total (ωB97M-V/def2-TZVPD).

```
113
Properties=species:S:1:pos:R:3:forces:R:3:lowdin_charge:R:1
C 6.0534 -1.6643 1.1050 -1.1 0.6 0.0 -0.116
C 4.6470 -1.2509 0.4659 1.1 -0.1 -1.1 -0.261
C 4.5043 0.3344 0.4670 0.6 -0.7 0.3 -0.209
C 3.9679 0.9251 1.8331 -0.4 0.9 0.0 -0.208
C 2.5321 1.6206 1.6924 0.9 -1.2 -0.7 -0.179
C 1.4773 0.4425 1.5693 -0.5 0.5 0.3 -0.200
C 0.1387 0.6592 2.3876 -0.1 0.7 -0.2 -0.196
C 0.0585 -0.1294 3.7456 0.3 0.4 -0.4 -0.165
C -0.0206 -1.7096 3.5992 -0.2 -0.2 -0.2 -0.110
C -0.7527 -2.2050 2.3253 -2.2 -1.2 -1.0 -0.146
C -2.0465 -2.8033 2.1119 1.5 0.8 0.7 0.035
N -2.2283 -3.1074 0.7231 3.0 1.3 1.0 0.161
C -1.0688 -2.7176 0.1129 1.0 -0.2 -0.2 -0.225
C -0.6208 -2.7383 -1.3756 -0.7 1.6 0.0 -0.057
C -1.7546 -1.9624 -2.2187 -0.4 -1.4 1.0 -0.067
C -2.1730 -0.6741 -1.4345 0.1 1.1 0.2 -0.446
N -3.5966 -0.3903 -1.3132 0.3 -0.3 -0.3 0.109
O -1.3721 0.1117 -0.9519 -0.3 -1.2 -0.9 0.069
N -0.1991 -2.1879 1.0227 -2.0 -1.1 -0.3 0.178
H 6.0360 -1.3034 2.1750 0.4 -0.6 -1.0 0.071
H 6.8451 -1.0930 0.5447 -0.7 -0.7 0.6 0.075
H 6.2393 -2.7710 1.0297 -0.1 1.1 0.2 0.071
H 4.6966 -1.6218 -0.6159 -0.3 0.6 1.3 0.086
H 3.7788 -1.7797 0.9468 0.8 0.6 -0.2 0.083
H 5.5586 0.7277 0.3336 -1.2 -0.4 -0.1 0.108
H 3.9092 0.6358 -0.4355 0.3 0.0 1.0 0.097
H 3.9337 0.0919 2.5925 -0.1 0.9 -0.6 0.103
H 4.6579 1.7156 2.2400 -0.4 -0.9 -0.5 0.108
H 2.3242 2.3511 2.5137 0.1 -0.9 -0.5 0.095
H 2.5724 2.1826 0.7132 -0.2 -0.4 1.1 0.105
H 1.9808 -0.4939 1.9616 -0.5 0.8 -0.6 0.089
H 1.2010 0.3315 0.4750 0.4 -0.1 1.1 0.104
H 0.0173 1.7661 2.6539 0.2 -1.6 -0.5 0.098
H -0.7249 0.4123 1.6983 0.7 0.2 0.9 0.091
H 0.9703 0.1476 4.3488 -1.0 -0.6 -0.6 0.088
H -0.8234 0.2559 4.3268 0.7 -0.5 -0.6 0.118
H -0.5720 -2.1082 4.4955 0.6 0.2 -1.0 0.119
H 1.0008 -2.1957 3.5922 -1.0 0.7 0.0 0.126
H -2.8038 -3.0278 2.9044 0.8 0.2 -1.2 0.139
H -3.0366 -3.5265 0.2481 0.1 0.4 0.6 0.126
H -0.3863 -3.7534 -1.7833 -0.4 0.9 0.5 0.117
H 0.2975 -2.0796 -1.4409 -0.8 -1.0 0.2 0.131
H -1.3688 -1.7569 -3.2548 -0.6 0.0 1.0 0.141
H -2.6541 -2.6613 -2.2642 1.0 1.1 -0.4 0.090
H -3.7526 0.6112 -1.4708 0.3 -0.4 0.2 0.096
H -3.9130 -0.5635 -0.3522 0.1 -0.2 -0.4 0.088
H 0.7030 -1.8674 0.6684 -0.2 0.2 0.7 0.151
C -2.6675 3.4999 3.7585 0.1 0.2 -0.2 -0.147
O -1.2560 3.3758 3.6281 0.0 0.0 0.0 -0.146
H -3.0174 2.7625 4.4794 0.1 0.0 0.0 0.078
H -2.9212 4.5009 4.1147 -0.2 -0.1 0.0 0.079
H -3.1473 3.3173 2.7934 -0.2 0.0 0.1 0.076
H -0.9707 4.0370 2.9870 0.0 -0.1 0.1 0.081
C -6.3399 -3.3666 1.1719 -0.1 -0.1 -0.1 -0.123
O -5.1879 -3.3350 0.3302 0.4 -0.1 -0.3 -0.160
H -6.0509 -3.0479 2.1722 0.1 0.0 -0.1 0.080
H -7.1004 -2.6875 0.7825 -0.1 0.0 0.1 0.086
H -6.7373 -4.3822 1.2176 -0.1 0.1 0.1 0.086
H -5.4695 -3.6207 -0.5492 0.1 0.1 0.0 0.084
C -4.9575 -2.6012 -4.2153 0.0 -0.1 -0.2 -0.147
O -4.4314 -3.7070 -3.4915 0.1 -0.2 0.3 -0.161
H -5.3356 -1.8629 -3.5093 0.1 -0.1 0.1 0.071
H -4.1680 -2.1499 -4.8210 -0.1 0.1 -0.1 0.075
H -5.7742 -2.9380 -4.8573 0.0 0.2 -0.1 0.083
H -4.1048 -4.3416 -4.1426 0.0 0.1 0.0 0.066
C 1.8447 -2.5432 6.8023 0.3 0.1 0.0 -0.149
O 1.9881 -1.1865 6.3960 0.0 0.2 -0.1 -0.140
H 0.7997 -2.8311 6.6956 0.0 0.1 0.0 0.073
H 2.4629 -3.1872 6.1717 -0.1 -0.2 0.1 0.080
H 2.1432 -2.6514 7.8472 -0.1 -0.2 0.0 0.082
H 2.9192 -0.9560 6.5003 -0.1 0.0 -0.1 0.083
C 2.8495 3.1290 5.6744 -0.2 -0.2 0.1 -0.138
O 2.7700 1.8560 5.0423 0.0 -0.2 0.0 -0.145
H 3.5494 3.7511 5.1183 0.0 -0.1 0.0 0.081
H 1.8657 3.6050 5.6756 0.1 0.2 0.1 0.078
H 3.2069 3.0130 6.7003 0.0 0.2 0.0 0.079
H 2.1461 1.3238 5.5512 0.1 0.0 -0.1 0.047
C 0.1252 3.1458 -2.7786 -0.2 -0.3 0.1 -0.160
O -0.0196 1.8792 -3.4162 0.0 -0.3 -0.1 -0.136
H 0.8276 3.7481 -3.3497 -0.1 -0.1 0.0 0.073
H -0.8395 3.6542 -2.7443 0.2 0.2 0.1 0.072
H 0.5099 3.0068 -1.7641 0.0 0.2 0.0 0.073
H -0.6457 1.3663 -2.8915 0.2 0.1 0.0 0.032
C -1.3174 -5.0500 -5.8205 0.0 0.2 -0.3 -0.144
O -2.4811 -4.3299 -6.2113 -0.1 0.1 0.2 -0.131
H -1.4917 -5.4894 -4.8389 -0.1 0.0 -0.1 0.059
H -1.1137 -5.8458 -6.5401 0.1 -0.1 0.1 0.084
H -0.4618 -4.3720 -5.7656 0.1 -0.2 0.1 0.079
H -2.3033 -3.9516 -7.0799 -0.2 0.0 0.1 0.084
C -2.4584 -5.8122 -1.6263 -0.1 -0.1 0.6 -0.162
O -3.3076 -6.7189 -0.9401 0.0 0.1 -0.1 -0.097
H -2.3227 -6.1617 -2.6484 -0.1 0.0 0.1 0.079
H -2.9116 -4.8158 -1.6422 0.1 0.1 -0.3 0.041
H -1.4857 -5.7720 -1.1255 0.1 0.1 -0.2 0.077
H -3.4125 -6.3914 -0.0397 -0.1 -0.2 -0.1 0.073
C 0.8442 7.0173 -3.2374 -0.1 0.1 0.3 -0.137
O -0.0252 6.1266 -2.5437 -0.1 -0.1 0.1 -0.144
H 0.9647 6.6634 -4.2601 -0.1 -0.1 0.1 0.081
H 0.4127 8.0206 -3.2502 0.2 0.1 -0.1 0.065
H 1.8193 7.0386 -2.7449 0.1 0.1 -0.2 0.081
H -0.1154 6.4602 -1.6443 0.0 -0.1 -0.1 0.078
C -0.5225 11.1575 -3.0571 0.2 0.2 -0.2 -0.167
O 0.8799 10.9935 -3.2275 0.0 -0.1 0.0 -0.135
H -0.8735 10.4259 -2.3307 0.1 0.0 0.0 0.072
H -0.7372 12.1634 -2.6879 -0.2 -0.1 0.0 0.076
H -1.0344 10.9947 -4.0090 -0.2 0.0 0.1 0.077
H 1.1667 11.6495 -3.8725 0.1 -0.1 0.1 0.076
C 4.6973 -0.7978 -3.8228 0.1 -0.2 -0.1 -0.152
O 5.2321 -1.8903 -3.0841 0.0 -0.1 0.1 -0.141
H 4.2929 -0.0679 -3.1227 0.1 -0.1 0.0 0.070
H 5.4857 -0.3294 -4.4166 -0.1 0.2 0.0 0.080
H 3.8975 -1.1490 -4.4799 0.0 0.2 -0.1 0.075
H 5.5836 -2.5211 -3.7223 0.0 0.1 0.2 0.077
```
Forces are in eV/Å.

The calculation puts the relative energy (zero: lowest compared OMol25 entry of this formula, charge and spin) at 1.675 eV. The net charge is +1. For the molar mass, the calculation gives 618.9 g/mol. The gap between HOMO and LUMO comes out at 9.514 eV. The total energy is -2100.54443 hartree.